No. 1
{"formula": "C27H26CaN7O2S2", "method": "ωB97M-V/def2-TZVPD", "total_charge": 1, "e_lumo_ev": -2.44, "energy_ha": -3052.1415, "homo_lumo_gap_ha": 0.2638, "symbols": ["Ca", "C", "O", "C", "C", "C", "C", "C", "C", "N", "N", "C", "C", "C", "C", "O", "C", "N", "C", "C", "C", "C", "H", "H", "H", "H", "H", "H", "H", "H", "H", "H", "H", "H", "N", "C", "S", "N", "C", "C", "C", "C", "C", "C", "H", "H", "H", "H", "H", "H", "H", "H", "C", "N", "C", "C", "N", "C", "S", "H", "H", "H", "H", "H", "H"], "positions_angstrom": [[0.79, 1.63, -0.27], [2.67, -6.47, -1.58], [2.92, -5.55, -0.52], [1.90, -5.33, 0.34], [0.70, -6.03, 0.32], [-0.28, -5.72, 1.26], [-0.10, -4.70, 2.17], [1.12, -4.02, 2.21], [2.11, -4.34, 1.31], [-1.18, -4.51, 3.12], [-1.50, -3.38, 3.53], [-0.89, -2.18, 3.00], [-0.49, -1.23, 3.88], [0.11, -0.03, 3.46], [0.26, 0.28, 2.13], [0.86, 1.39, 1.71], [-0.28, -0.67, 1.18], [-0.26, -0.33, -0.16], [-0.76, -1.17, -1.05], [-1.35, -2.39, -0.70], [-1.40, -2.73, 0.62], [-0.85, -1.89, 1.61], [3.54, -6.42, -2.23], [1.78, -6.20, -2.14], [2.56, -7.49, -1.20], [0.53, -6.83, -0.38], [-1.21, -6.28, 1.28], [1.31, -3.27, 2.96], [3.08, -3.85, 1.33], [-0.59, -1.44, 4.94], [0.46, 0.70, 4.19], [-0.72, -0.86, -2.09], [-1.77, -3.03, -1.46], [-1.89, -3.66, 0.92], [-0.24, 2.58, -3.37], [-1.11, 3.05, -2.44], [-0.50, 3.91, -1.11], [-2.38, 2.72, -2.65], [-3.57, 2.91, -1.87], [-3.72, 3.88, -0.89], [-4.93, 3.97, -0.22], [-5.98, 3.12, -0.51], [-5.83, 2.16, -1.50], [-4.62, 2.05, -2.18], [0.69, 2.97, -3.35], [-0.57, 2.28, -4.28], [-2.55, 2.15, -3.47], [-2.92, 4.57, -0.66], [-5.05, 4.74, 0.54], [-6.92, 3.20, 0.02], [-6.64, 1.49, -1.75], [-4.50, 1.30, -2.95], [3.55, 4.98, -1.76], [3.82, 4.42, -0.44], [4.20, 5.14, 0.69], [4.30, 4.27, 1.71], [3.99, 3.03, 1.18], [3.71, 3.11, -0.13], [3.32, 1.81, -1.17], [3.86, 6.02, -1.76], [2.48, 4.93, -1.96], [4.09, 4.43, -2.51], [4.35, 6.21, 0.66], [4.56, 4.42, 2.74], [3.95, 2.16, 1.69]], "lowdin_charge": [1.05, -0.07, -0.07, -0.28, -0.01, -0.03, -0.30, -0.02, 0.02, 0.08, 0.09, -0.25, -0.01, 0.00, -0.37, -0.35, -0.14, -0.06, -0.13, -0.03, 0.02, -0.10, 0.09, 0.09, 0.10, 0.10, 0.12, 0.12, 0.12, 0.12, 0.12, 0.11, 0.11, 0.12, 0.10, -0.83, 0.64, 0.08, -0.23, -0.05, -0.06, -0.07, -0.07, -0.03, 0.08, 0.12, 0.14, 0.05, 0.11, 0.11, 0.11, 0.11, -0.01, -0.11, -0.03, -0.04, 0.09, -0.78, 0.54, 0.10, 0.07, 0.09, 0.13, 0.13, 0.16]}



No. 2
{"formula": "C27H26Cl2CrN8O3", "method": "ωB97M-V/def2-TZVPD", "total_charge": 0, "spin_multiplicity": 5, "e_lumo_ev": [-0.81, -0.90], "energy_ha": -3673.2511, "e_above_lowest_kcal_mol": 0.0, "homo_lumo_gap_ha": [0.2089, 0.2153], "symbols": ["Cr", "Cl", "C", "C", "C", "N", "C", "O", "C", "C", "C", "C", "C", "N", "C", "C", "C", "Cl", "N", "C", "O", "C", "C", "C", "C", "C", "N", "H", "H", "H", "H", "H", "H", "H", "H", "H", "H", "N", "C", "C", "C", "N", "H", "H", "H", "H", "H", "H", "H", "H", "H", "H", "N", "C", "O", "C", "C", "C", "N", "C", "C", "H", "H", "H", "H", "H", "H"], "positions_angstrom": [[-0.15, 0.32, -0.20], [2.80, 3.11, -5.75], [2.57, 2.20, -4.29], [1.28, 2.12, -3.76], [1.03, 1.40, -2.60], [-0.26, 1.15, -2.10], [-1.30, 1.82, -2.67], [-1.31, 2.99, -3.03], [-2.56, 1.02, -2.99], [-3.32, 1.47, -4.06], [-4.42, 0.73, -4.46], [-4.74, -0.43, -3.76], [-3.95, -0.78, -2.69], [-2.87, -0.09, -2.31], [2.11, 0.78, -1.94], [3.38, 0.85, -2.49], [3.61, 1.57, -3.66], [5.24, 1.64, -4.28], [1.82, 0.20, -0.68], [2.77, -0.49, -0.03], [3.73, -1.09, -0.51], [2.69, -0.51, 1.51], [3.39, -1.52, 2.17], [3.41, -1.52, 3.55], [2.74, -0.52, 4.24], [2.08, 0.45, 3.49], [2.04, 0.45, 2.16], [0.49, 2.64, -4.27], [-3.04, 2.38, -4.56], [-5.02, 1.05, -5.31], [-5.59, -1.04, -4.03], [-4.18, -1.66, -2.10], [4.21, 0.35, -2.01], [3.92, -2.25, 1.58], [3.94, -2.30, 4.09], [2.74, -0.47, 5.32], [1.56, 1.26, 3.99], [0.23, 2.53, 0.59], [-0.84, 3.51, 0.80], [-2.08, 2.86, 1.41], [-2.84, 1.95, 0.46], [-2.26, 0.60, 0.33], [0.77, 2.34, 1.43], [0.89, 2.86, -0.10], [-1.11, 3.92, -0.18], [-0.52, 4.35, 1.43], [-2.75, 3.65, 1.75], [-1.79, 2.29, 2.31], [-2.85, 2.40, -0.54], [-3.89, 1.87, 0.78], [-2.64, 0.14, -0.50], [-2.54, 0.04, 1.13], [0.88, -5.88, 3.27], [0.31, -4.75, 3.74], [-0.07, -4.62, 4.89], [0.15, -3.60, 2.76], [0.50, -3.66, 1.42], [0.33, -2.53, 0.63], [-0.14, -1.38, 1.12], [-0.49, -1.33, 2.41], [-0.36, -2.41, 3.26], [1.01, -6.64, 3.92], [1.25, -5.97, 2.34], [0.90, -4.55, 0.95], [0.62, -2.53, -0.41], [-0.85, -0.38, 2.78], [-0.63, -2.34, 4.30]], "mulliken_spin": [3.85, 0.00, 0.00, 0.00, 0.06, -0.06, 0.05, 0.01, 0.01, 0.00, 0.00, 0.00, 0.01, 0.01, 0.05, 0.00, 0.00, 0.00, -0.07, -0.02, 0.01, 0.02, -0.01, 0.00, 0.00, 0.01, 0.02, 0.00, 0.00, 0.00, 0.00, 0.00, 0.00, 0.00, 0.00, 0.00, 0.00, 0.04, 0.01, 0.01, 0.03, -0.01, -0.02, 0.00, -0.01, 0.00, 0.00, -0.01, -0.01, 0.00, -0.06, 0.01, 0.00, 0.00, 0.00, 0.01, 0.01, 0.08, -0.07, 0.04, 0.02, 0.00, 0.00, 0.00, -0.02, -0.03, 0.00]}



No. 3
{"formula": "C27H26CrO3PS5", "method": "ωB97M-V/def2-TZVPD", "total_charge": -1, "spin_multiplicity": 5, "e_lumo_ev": [2.48, 2.48], "energy_ha": -4647.1661, "e_above_lowest_kcal_mol": 2.2, "homo_lumo_gap_ha": [0.2338, 0.2416], "symbols": ["Cr", "C", "C", "C", "C", "C", "C", "C", "C", "C", "H", "H", "H", "H", "H", "H", "H", "H", "H", "H", "H", "H", "S", "S", "S", "S", "O", "S", "O", "O", "C", "C", "C", "C", "C", "C", "P", "C", "C", "C", "C", "C", "C", "C", "C", "C", "C", "C", "C", "H", "H", "H", "H", "H", "H", "H", "H", "H", "H", "H", "H", "H", "H"], "positions_angstrom": [[1.00, 1.18, 0.83], [1.35, -3.76, 0.12], [1.87, -2.71, 1.06], [1.15, -2.35, 2.20], [1.63, -1.38, 3.08], [0.91, -1.06, 4.35], [2.84, -0.74, 2.77], [3.56, -1.07, 1.63], [4.83, -0.35, 1.29], [3.07, -2.07, 0.80], [2.08, -4.56, -0.01], [1.16, -3.33, -0.87], [0.42, -4.20, 0.50], [0.20, -2.82, 2.41], [1.28, -1.70, 5.16], [-0.16, -1.21, 4.24], [1.08, -0.02, 4.64], [3.23, 0.00, 3.46], [4.78, 0.01, 0.26], [5.70, -1.01, 1.38], [4.97, 0.52, 1.94], [3.63, -2.33, -0.10], [2.58, 2.52, 1.99], [1.23, 3.88, 2.74], [-0.02, 2.70, 3.88], [-0.69, 1.34, 2.46], [1.16, 2.44, -1.33], [2.01, 1.33, -1.75], [3.15, 1.67, -2.55], [2.33, 0.49, -0.57], [0.94, 0.28, -2.72], [1.42, -0.34, -3.86], [0.59, -1.19, -4.57], [-0.72, -1.40, -4.13], [-1.18, -0.79, -2.98], [-0.36, 0.07, -2.24], [-0.79, 0.80, -0.63], [-2.13, -0.31, -0.04], [-1.85, -1.68, 0.04], [-2.73, -2.54, 0.67], [-3.89, -2.04, 1.25], [-4.17, -0.68, 1.18], [-3.29, 0.18, 0.54], [-1.72, 2.31, -1.05], [-1.47, 3.49, -0.35], [-2.13, 4.66, -0.68], [-3.04, 4.67, -1.73], [-3.31, 3.50, -2.42], [-2.65, 2.33, -2.09], [2.44, -0.15, -4.16], [0.95, -1.70, -5.45], [-1.37, -2.06, -4.69], [-2.19, -0.99, -2.64], [-0.93, -2.05, -0.39], [-2.52, -3.60, 0.72], [-4.56, -2.70, 1.78], [-5.06, -0.29, 1.64], [-3.50, 1.24, 0.50], [-0.74, 3.48, 0.46], [-1.92, 5.56, -0.12], [-3.54, 5.59, -2.00], [-4.03, 3.51, -3.23], [-2.87, 1.41, -2.64]], "mulliken_spin": [4.01, -0.01, 0.02, -0.01, 0.00, 0.00, 0.06, -0.01, -0.01, -0.02, 0.00, 0.00, 0.00, 0.00, 0.00, 0.00, 0.00, 0.01, 0.00, 0.00, 0.00, 0.00, -0.02, 0.01, 0.02, -0.02, 0.03, -0.02, 0.00, -0.01, 0.00, 0.00, 0.00, 0.00, 0.00, -0.04, 0.03, -0.06, 0.05, 0.00, 0.00, 0.00, 0.01, -0.02, 0.06, 0.00, 0.00, 0.00, 0.00, 0.00, 0.00, 0.00, 0.00, 0.00, 0.00, 0.00, 0.00, 0.00, -0.06, 0.00, 0.00, 0.00, 0.00]}